No. 1
{
  "formula": "HIP2S",
  "method": "wB97M-V/def2-TZVPD",
  "species": ["P", "P", "S", "I", "H"],
  "coordinates": [[-0.257917, 0.185140, -0.215382], [-0.115962, -1.818263, 0.444259], [-1.462318, 0.277385, -1.714315], [0.660596, 2.867238, 0.318694], [1.175601, -1.511501, 1.166744]],
  "forces_ev_per_a": [[-0.5252, -0.0288, -0.8011], [2.0018, 2.0563, 0.7878], [0.3485, 0.5016, 0.5832], [-0.4477, -2.1264, -0.1210], [-1.3774, -0.4027, -0.4489]],
  "e_above_lowest_kj_mol": 213.83,
  "gap_ev": [5.72, 5.71],
  "max_force_ha_per_bohr": 0.0579
}

=====

No. 2
{
  "formula": "C8H14BeN2PS",
  "method": "wB97M-V/def2-TZVPD",
  "species": ["C", "C", "C", "C", "C", "Be", "P", "H", "H", "H", "H", "H", "H", "H", "H", "S", "C", "N", "C", "C", "N", "H", "H", "H", "H", "H", "H"],
  "coordinates": [[-0.514187, -1.025014, -0.998394], [-1.440736, -1.070107, -2.141836], [-2.768034, -0.791652, -1.690601], [-2.714728, -0.576299, -0.274178], [-1.376399, -0.796877, 0.165288], [1.183917, 0.122360, -0.247718], [3.143408, -0.555842, 0.067292], [0.403019, -1.626063, -0.989038], [-1.134672, -1.296177, -3.172538], [-3.657879, -0.698913, -2.311896], [-1.007952, -0.790393, 1.172761], [-3.519570, -0.221222, 0.359515], [4.041651, 0.484425, -0.335785], [3.341384, -1.641939, -0.831839], [3.782828, -1.102009, 1.237927], [0.385075, 1.929850, 0.096407], [0.756591, 2.348675, 1.723906], [0.118589, 1.990624, 2.865275], [0.757606, 2.519810, 4.064444], [1.952178, 3.285367, 3.510994], [1.752730, 3.191292, 2.074141], [-0.673203, 1.358632, 2.863627], [1.059574, 1.690157, 4.705411], [0.089795, 3.188028, 4.615613], [2.900613, 2.806307, 3.764012], [1.977697, 4.323565, 3.849723], [2.390653, 3.549040, 1.377568]],
  "forces_ev_per_a": [[-1.6772, -0.2044, 0.4059], [-0.2853, 0.5133, 0.7313], [1.9392, 0.0253, 0.0432], [1.7934, -0.3663, 0.1041], [-0.6813, -0.3120, -1.6609], [-0.8625, 0.1379, -0.3898], [-1.7624, 0.5421, -0.9885], [-0.1299, -0.2706, 0.0924], [-0.2319, 0.1381, 0.5064], [0.2799, -0.0589, 0.0903], [-0.0609, 0.1353, 0.3825], [-0.0118, -0.1875, -0.0723], [0.1517, -0.4309, 0.5788], [0.3389, -0.0604, 0.4253], [0.6421, -0.0248, -0.1152], [0.2427, 0.6521, -0.0261], [0.3142, -1.3700, -1.6483], [-1.3608, -0.2504, 1.3286], [-0.7699, -0.5373, -0.4197], [0.4989, 0.0927, -0.9790], [0.9973, 1.9474, 0.2980], [0.4361, 0.3560, 0.0203], [0.1834, 0.0119, 0.3656], [0.0061, -0.1131, 0.0963], [0.1941, -0.1084, 0.4071], [0.0194, -0.0655, 0.0585], [-0.2037, -0.1913, 0.3650]],
  "e_above_lowest_kj_mol": 82.20,
  "gap_ev": [4.11, 3.53],
  "max_force_ha_per_bohr": 0.0429,
  "charge": -1
}

=====

No. 3
{
  "formula": "C37H41F5N3P2PdS",
  "method": "wB97M-V/def2-TZVPD",
  "species": ["Pd", "C", "C", "P", "C", "C", "C", "C", "C", "C", "C", "C", "C", "C", "C", "C", "C", "P", "C", "C", "C", "C", "C", "C", "C", "C", "C", "C", "C", "C", "H", "H", "H", "H", "H", "H", "H", "H", "H", "H", "H", "H", "H", "H", "H", "H", "H", "H", "H", "H", "H", "H", "H", "H", "H", "H", "N", "H", "H", "H", "F", "C", "C", "F", "C", "F", "C", "S", "C", "F", "C", "F", "C", "C", "C", "C", "N", "N", "H", "H", "H", "H", "H", "H", "H", "H", "H", "H", "H", "H"],
  "coordinates": [[-0.821473, 0.947844, -0.452919], [-1.537623, -1.894402, 2.265280], [-2.421435, -1.243892, 1.187730], [-2.733934, 0.536016, 1.647862], [-4.523912, 0.455422, 2.107158], [-5.325765, 1.587095, 1.939948], [-6.631841, 1.612552, 2.401714], [-7.171432, 0.504178, 3.041211], [-6.386255, -0.623934, 3.221620], [-5.074607, -0.643386, 2.768639], [-2.850644, 1.423628, 0.046005], [-2.502637, 2.795847, 0.032234], [-2.710193, 3.572712, -1.104619], [-3.208918, 2.998526, -2.265694], [-3.479180, 1.635042, -2.296548], [-3.297929, 0.850970, -1.163448], [-0.023178, -1.649127, 2.069464], [0.449905, -0.051965, 1.264384], [0.354431, 1.190899, 2.629736], [0.186878, 0.902131, 3.977713], [0.079113, 1.924208, 4.912448], [0.185977, 3.246560, 4.517494], [0.362460, 3.549243, 3.173150], [0.427130, 2.531012, 2.237160], [2.286008, -0.152897, 1.242607], [3.065642, -1.097398, 1.901679], [4.452121, -1.025130, 1.850738], [5.075901, 0.007750, 1.168924], [4.307636, 0.950332, 0.498319], [2.927047, 0.855150, 0.519714], [-1.711645, -2.974711, 2.268194], [-1.833647, -1.526154, 3.253012], [-3.361739, -1.787072, 1.064707], [-1.878929, -1.248244, 0.244534], [-4.917662, 2.459577, 1.442438], [-7.238038, 2.499843, 2.261919], [-8.187185, 0.529475, 3.416148], [-6.798430, -1.495006, 3.717919], [-4.471161, -1.526877, 2.943432], [-2.150767, 3.244469, 0.954093], [-2.486114, 4.632881, -1.086371], [-3.356800, 3.603512, -3.151877], [-3.828759, 1.177114, -3.214966], [-3.583527, -0.193733, -1.176988], [0.365971, -2.400660, 1.379848], [0.499272, -1.749469, 3.024038], [0.107978, -0.124978, 4.315480], [-0.096891, 1.690704, 5.955942], [0.123231, 4.041397, 5.251000], [0.429772, 4.583574, 2.856495], [0.486016, 2.757962, 1.178808], [2.608601, -1.908592, 2.455294], [5.051852, -1.779758, 2.345876], [6.156908, 0.070511, 1.145926], [4.791467, 1.748536, -0.050700], [2.327182, 1.553714, -0.051664], [0.349971, 2.258348, -2.146503], [0.681122, 3.203844, -2.010774], [-0.166238, 2.217477, -3.016168], [1.156727, 1.635572, -2.244550], [8.109525, 1.277979, -3.710939], [6.831346, 0.930540, -3.487877], [5.917054, 1.866433, -3.038291], [6.321346, 3.127932, -2.816388], [4.601537, 1.511321, -2.830462], [3.755962, 2.466836, -2.412755], [4.112415, 0.211686, -3.050606], [2.470929, -0.202628, -2.865607], [5.085503, -0.711547, -3.473462], [4.731171, -1.984431, -3.687606], [6.398974, -0.365063, -3.709522], [7.268161, -1.280658, -4.165349], [-0.951263, -4.291691, -1.682229], [0.215519, -3.370395, -2.049048], [0.376466, -3.324409, -3.573731], [1.508980, -3.891226, -1.426312], [-0.042457, -2.053300, -1.419044], [-0.896880, -1.154037, -2.134676], [-0.805747, -5.286167, -2.109325], [-1.897334, -3.895741, -2.061035], [-1.029041, -4.379587, -0.596718], [0.695558, -4.301334, -3.942817], [1.135989, -2.592857, -3.848757], [-0.562085, -3.069213, -4.071315], [1.741362, -4.888555, -1.801507], [1.417989, -3.935198, -0.338306], [2.334117, -3.221030, -1.679337], [0.835083, -1.549940, -1.319324], [-1.752090, -1.650834, -2.349647], [-0.455920, -0.881126, -3.012253]],
  "forces_ev_per_a": [[0.9946, 0.1242, -0.0147], [0.0687, 0.0904, -0.0768], [-0.1545, 0.0608, 0.2502], [-0.3539, 0.0285, -0.3674], [-0.0397, -0.0696, 0.1567], [0.0031, -0.0517, 0.0006], [-0.0621, -0.0043, -0.0185], [0.0024, 0.0276, 0.0646], [-0.0557, -0.0386, 0.0272], [0.0061, 0.0400, -0.0299], [0.0500, -0.1790, 0.4602], [-0.0345, -0.1029, 0.0110], [-0.1071, 0.0442, -0.0919], [0.0662, 0.0315, 0.0253], [-0.0458, -0.0437, -0.0671], [-0.2000, 0.1430, -0.0498], [-0.1026, 0.2023, -0.0203], [-0.3428, 0.6223, 0.0509], [0.0515, 0.0579, -0.0081], [-0.0156, -0.0439, -0.0054], [0.0314, -0.0036, 0.0841], [-0.0246, 0.0764, 0.0224], [0.0212, -0.0039, -0.0028], [-0.0400, -0.0660, 0.1850], [0.0335, -0.0372, -0.2116], [-0.0241, -0.0781, -0.0150], [0.0816, -0.0134, 0.0176], [-0.0146, -0.0116, -0.0274], [0.0750, 0.0107, 0.0743], [-0.0040, -0.0634, -0.0439], [0.0551, 0.0007, 0.0375], [-0.0115, -0.0275, 0.0038], [0.0321, -0.0094, 0.0266], [-0.1043, -0.0913, -0.1439], [-0.0040, 0.0007, -0.0229], [0.0238, 0.0117, -0.0131], [-0.0151, -0.0200, -0.0489], [0.0235, 0.0096, 0.0228], [-0.0168, -0.0125, -0.0176], [0.0080, 0.0386, -0.0151], [0.0634, -0.0200, 0.0454], [-0.0302, -0.0002, 0.0075], [-0.0340, -0.0145, 0.0285], [0.0571, -0.0172, -0.0245], [0.0542, -0.0255, -0.0066], [0.0161, -0.1469, -0.0577], [-0.0016, 0.0130, -0.0261], [0.0524, -0.0475, -0.0049], [-0.0361, -0.0078, -0.0036], [0.0027, -0.0140, -0.0210], [0.0605, 0.0181, -0.0138], [-0.0393, 0.0237, -0.0119], [-0.0347, 0.0020, 0.0380], [0.0006, -0.0140, -0.0218], [-0.0503, -0.0025, -0.0157], [0.0014, 0.0224, 0.0156], [-0.0945, -0.3492, 0.1896], [-0.0466, 0.0278, 0.0264], [-0.0123, 0.0986, -0.0193], [0.0679, 0.1483, -0.2007], [0.0855, 0.0005, -0.0108], [-0.1289, 0.0003, 0.0161], [0.0645, 0.0044, -0.0173], [0.0394, 0.0826, 0.0199], [-0.1208, -0.4351, -0.0967], [0.0061, 0.1606, 0.0382], [0.7035, 0.2142, -0.1290], [-0.6408, -0.3345, 0.0818], [-0.2517, 0.2905, 0.1086], [0.0491, -0.1214, -0.0856], [0.0406, 0.0349, 0.0290], [0.0974, -0.0623, 0.0161], [0.1070, 0.0591, 0.0256], [-0.0634, -0.0933, -0.0713], [0.0232, 0.1008, 0.1092], [-0.0469, 0.1735, 0.0182], [0.0605, -0.2287, -0.0276], [0.3103, -0.1799, 0.0153], [-0.0321, -0.0125, -0.0209], [-0.0184, -0.0222, -0.0107], [-0.0187, 0.0054, -0.0097], [-0.0374, -0.0140, 0.0121], [0.0573, 0.0626, -0.0470], [0.0106, 0.0007, -0.0099], [-0.0096, -0.0286, 0.0221], [0.0054, -0.0141, 0.0061], [0.0275, -0.0195, -0.0015], [0.0589, 0.0179, -0.0015], [-0.1328, 0.0900, 0.0121], [-0.0962, -0.0764, -0.1230]],
  "gap_ev": 6.74,
  "max_force_ha_per_bohr": 0.0195,
  "charge": -1
}

=====

No. 4
{
  "formula": "C3H11N3",
  "method": "wB97M-V/def2-TZVPD",
  "species": ["C", "N", "C", "H", "H", "H", "H", "H", "H", "H", "N", "C", "N", "H", "H", "H", "H"],
  "coordinates": [[-1.011217, -1.870844, 0.825438], [-0.170579, -1.769855, -0.346235], [-0.828777, -2.244748, -1.555145], [-1.876540, -1.214395, 0.758842], [-1.402301, -2.877986, 1.004579], [-0.457376, -1.504884, 1.695449], [0.611991, -2.403144, -0.216832], [-1.357974, -3.200035, -1.397628], [-0.077535, -2.364429, -2.339234], [-1.560299, -1.521528, -1.915180], [1.820922, 2.207405, 0.313905], [1.107274, 3.312072, 0.644740], [-0.166135, 3.335966, 0.618372], [2.792794, 2.338662, 0.059765], [1.331419, 1.430561, -0.100854], [1.752294, 4.150829, 0.904875], [-0.507961, 4.196354, 1.045144]],
  "forces_ev_per_a": [[-0.0581, 0.4337, 0.3691], [0.0488, -0.4772, -0.3557], [-0.0589, 0.0772, 0.0222], [-0.0703, 0.1494, -0.2845], [0.0478, -0.2278, 0.1116], [0.0115, -0.2494, -0.0042], [0.2005, 0.3152, 0.1951], [0.0566, -0.0113, -0.1305], [-0.0799, -0.0656, -0.0046], [-0.0570, 0.0991, 0.0686], [0.1112, 0.1048, -0.0757], [0.0738, -0.2577, -0.4553], [-0.3242, 0.0096, 0.4720], [0.0404, -0.0354, 0.0637], [-0.0203, -0.0373, 0.0078], [-0.0716, 0.0196, 0.2152], [0.1497, 0.1533, -0.2147]],
  "e_above_lowest_kj_mol": 50.74,
  "spin_multiplicity": 2,
  "gap_ev": [2.18, 8.85],
  "max_force_ha_per_bohr": 0.0116,
  "charge": -1
}